<one>
A cluster of 18 separate species, C36H108O18S18 in total. Source: the Open Molecules 2025 dataset; level of theory: the ωB97M-V functional and the def2-TZVPD basis.

Calculated values
Molar mass, g/mol: 1406.4
Gap between HOMO and LUMO, Ha: 0.322
LUMO, eV: 0.16

```
! RIJCOSX wB97M-V def2-TZVPD def2/J DEFGRID3
* xyz 0 1
C -3.439 3.232 4.013
S -3.084 3.820 2.277
O -3.025 2.536 1.421
C -4.764 4.338 1.896
H -4.198 2.467 3.850
H -3.906 4.063 4.509
H -2.519 2.933 4.481
H -4.867 4.290 0.754
H -4.924 5.355 2.186
H -5.456 3.686 2.434
C 4.323 3.594 0.285
S 4.933 3.437 -1.437
O 4.353 4.489 -2.309
C 6.663 3.919 -0.924
H 3.274 3.394 0.238
H 4.498 4.593 0.665
H 4.887 2.827 0.841
H 7.381 3.836 -1.744
H 6.967 3.326 -0.021
H 6.527 4.969 -0.697
C 4.199 -0.638 2.425
S 4.690 -0.900 0.685
O 4.836 0.479 0.080
C 6.426 -1.477 1.067
H 3.281 -0.092 2.336
H 5.030 -0.075 2.877
H 3.997 -1.528 2.998
H 6.452 -2.533 1.008
H 6.880 -1.093 2.019
H 7.030 -1.049 0.218
C 4.974 1.972 -4.861
S 4.061 1.637 -6.406
O 2.636 2.115 -6.268
C 4.924 2.828 -7.488
H 4.493 1.366 -4.122
H 4.755 3.042 -4.683
H 6.086 1.890 -5.080
H 5.890 2.435 -7.718
H 4.996 3.795 -7.083
H 4.233 2.975 -8.273
C -2.662 5.179 -2.713
S -4.497 5.299 -2.328
O -4.559 5.650 -0.843
C -4.697 6.848 -3.286
H -2.351 4.129 -2.714
H -2.247 5.822 -1.912
H -2.562 5.632 -3.703
H -4.471 6.710 -4.341
H -3.950 7.527 -2.754
H -5.633 7.304 -3.139
C 0.073 0.431 -6.166
S -0.666 1.248 -4.684
O -1.052 0.187 -3.743
C 0.764 2.016 -4.014
H 0.284 1.193 -6.834
H -0.654 -0.276 -6.567
H 1.024 -0.078 -5.914
H 1.468 1.271 -3.733
H 0.373 2.507 -3.135
H 1.113 2.747 -4.749
C -0.660 7.189 2.162
S 0.886 6.608 1.435
O 1.785 6.384 2.644
C 0.249 4.984 0.903
H -0.908 6.538 3.007
H -1.441 7.076 1.406
H -0.512 8.221 2.616
H 0.274 4.305 1.748
H 0.929 4.565 0.158
H -0.727 5.171 0.487
C -0.662 -4.158 6.398
S -0.596 -2.821 5.165
O -1.313 -1.684 5.704
C 1.233 -2.445 5.305
H 0.164 -4.849 6.305
H -1.617 -4.697 6.219
H -0.733 -3.686 7.385
H 1.284 -1.786 6.187
H 1.469 -1.865 4.439
H 1.778 -3.391 5.369
C 6.581 -1.110 -2.704
S 8.167 -0.359 -3.285
O 7.921 0.329 -4.622
C 8.281 0.929 -1.989
H 6.848 -1.660 -1.813
H 6.241 -1.786 -3.508
H 5.899 -0.304 -2.594
H 8.157 0.443 -0.979
H 7.507 1.652 -2.047
H 9.234 1.407 -2.168
C 3.609 -2.889 -2.585
S 3.435 -2.079 -4.200
O 4.439 -2.576 -5.184
C 1.754 -2.754 -4.578
H 4.546 -2.631 -2.155
H 3.555 -3.968 -2.674
H 2.796 -2.536 -2.010
H 1.071 -2.118 -4.051
H 1.711 -3.771 -4.098
H 1.561 -2.678 -5.661
C 2.169 -5.913 0.084
S 1.832 -5.037 1.662
O 3.082 -5.030 2.474
C 1.553 -3.376 1.067
H 3.159 -5.635 -0.299
H 1.379 -5.782 -0.636
H 2.258 -6.988 0.471
H 0.733 -2.867 1.584
H 1.394 -3.306 0.053
H 2.448 -2.770 1.373
C -1.104 1.272 -0.396
S 0.730 0.868 -0.426
O 1.327 0.848 0.953
C 0.393 -0.833 -0.759
H -1.436 1.019 -1.402
H -1.196 2.379 -0.252
H -1.646 0.809 0.419
H -0.144 -1.119 0.104
H 1.408 -1.318 -0.709
H -0.141 -0.915 -1.699
C 2.351 2.803 3.730
S 1.571 1.296 4.441
O 2.041 1.021 5.849
C -0.161 1.913 4.637
H 3.361 2.738 4.138
H 1.907 3.709 4.121
H 2.367 2.683 2.652
H -0.123 2.730 5.342
H -0.727 1.052 5.008
H -0.498 2.164 3.635
C -7.705 -5.365 2.052
S -6.121 -4.622 1.359
O -5.609 -5.520 0.271
C -6.852 -3.176 0.565
H -7.476 -6.389 2.177
H -8.593 -5.279 1.395
H -7.887 -5.104 3.083
H -7.534 -2.712 1.313
H -7.316 -3.465 -0.365
H -5.974 -2.537 0.448
C -5.190 1.845 -1.212
S -4.897 1.599 -3.004
O -3.616 2.317 -3.369
C -4.395 -0.129 -2.827
H -4.250 1.707 -0.672
H -5.964 1.159 -0.875
H -5.557 2.832 -1.130
H -5.278 -0.803 -2.780
H -3.719 -0.149 -1.958
H -3.826 -0.328 -3.772
C -4.624 -7.268 3.650
S -4.068 -5.546 3.944
O -3.416 -5.553 5.334
C -2.774 -5.508 2.696
H -3.692 -7.839 3.851
H -4.963 -7.363 2.633
H -5.418 -7.617 4.315
H -2.288 -4.544 2.694
H -3.265 -5.673 1.754
H -2.079 -6.368 2.835
C -4.481 -1.557 4.448
S -4.212 -0.614 2.960
O -4.727 -1.436 1.804
C -2.433 -0.757 2.932
H -5.536 -1.619 4.634
H -3.971 -0.991 5.218
H -4.097 -2.574 4.388
H -2.058 -0.298 2.042
H -2.195 -1.826 2.873
H -1.908 -0.326 3.782
C -2.167 -2.803 -3.121
S -2.074 -4.169 -1.975
O -0.606 -4.344 -1.750
C -2.849 -3.324 -0.524
H -1.686 -3.271 -3.957
H -1.643 -1.939 -2.673
H -3.186 -2.572 -3.392
H -3.214 -2.370 -0.777
H -2.039 -3.102 0.224
H -3.641 -3.922 -0.070
*
```

Here are the Mulliken charges for atoms 1 to 6, given in e: number 1, C, carries -0.88; number 2, S, carries 0.74; number 3, O, carries -0.43; number 4, C, carries -0.84; number 5, H, carries 0.18; number 6, H, carries 0.49

---

<two>
A cluster of 18 separate species, C36H108O18S18 in total. Source: the Open Molecules 2025 dataset; level of theory: the ωB97M-V functional and the def2-TZVPD basis.

Calculated values
Molar mass, g/mol: 1406.4
Gap between HOMO and LUMO, Ha: 0.275
LUMO, eV: -0.47

```
! RIJCOSX wB97M-V def2-TZVPD def2/J DEFGRID3
* xyz 0 1
C -4.823 -26.655 14.398
S -6.025 -27.087 13.053
O -5.199 -27.440 11.834
C -6.950 -25.521 12.744
H -4.266 -25.728 14.249
H -4.154 -27.507 14.433
H -5.380 -26.554 15.332
H -6.252 -24.898 12.175
H -7.197 -25.028 13.685
H -7.864 -25.744 12.196
C -9.114 -19.214 5.899
S -9.592 -20.559 7.151
O -8.368 -21.195 7.729
C -10.183 -19.347 8.426
H -9.899 -18.479 5.709
H -8.968 -19.746 4.959
H -8.157 -18.752 6.141
H -9.506 -18.501 8.491
H -10.190 -19.829 9.404
H -11.195 -19.021 8.190
C -6.556 -20.977 13.783
S -4.927 -21.697 13.342
O -5.063 -22.262 11.947
C -4.140 -20.047 13.366
H -6.586 -20.745 14.847
H -7.331 -21.710 13.555
H -6.712 -20.103 13.144
H -3.100 -20.223 13.042
H -4.024 -19.608 14.359
H -4.569 -19.376 12.622
C -5.034 -18.688 5.672
S -5.666 -20.416 5.570
O -6.054 -20.604 4.135
C -4.033 -21.224 5.813
H -4.366 -18.523 4.825
H -4.438 -18.526 6.577
H -5.837 -17.951 5.642
H -3.681 -20.983 6.825
H -3.302 -20.775 5.134
H -4.022 -22.308 5.745
C -8.703 -22.147 11.018
S -10.136 -23.352 11.188
O -10.415 -23.313 12.692
C -11.411 -22.223 10.517
H -8.873 -21.326 11.720
H -8.612 -21.780 9.994
H -7.736 -22.602 11.266
H -12.330 -22.728 10.825
H -11.396 -22.149 9.430
H -11.374 -21.240 10.991
C -1.343 -26.266 8.304
S -1.282 -27.600 6.974
O -2.114 -28.682 7.565
C -2.247 -26.754 5.610
H -0.957 -26.740 9.208
H -2.320 -25.822 8.469
H -0.645 -25.472 8.030
H -1.484 -26.251 5.004
H -2.902 -25.955 5.973
H -2.799 -27.451 4.980
C -11.443 -23.872 6.821
S -9.916 -24.337 7.880
O -10.229 -25.572 8.666
C -8.931 -25.031 6.468
H -11.878 -24.712 6.280
H -11.194 -23.095 6.090
H -12.169 -23.459 7.526
H -9.539 -25.517 5.705
H -8.166 -25.707 6.847
H -8.369 -24.209 6.011
C -4.772 -26.154 9.320
S -5.032 -24.718 8.240
O -5.807 -25.229 7.044
C -6.228 -23.733 9.175
H -4.259 -26.966 8.799
H -5.742 -26.479 9.675
H -4.181 -25.841 10.187
H -7.252 -24.105 9.118
H -6.242 -22.753 8.680
H -5.896 -23.569 10.205
C -6.108 -28.736 6.265
S -7.650 -29.626 5.915
O -8.629 -28.612 5.407
C -7.148 -30.798 4.559
H -5.352 -29.321 6.787
H -6.386 -27.828 6.806
H -5.639 -28.446 5.321
H -6.942 -30.275 3.622
H -7.915 -31.551 4.376
H -6.223 -31.295 4.863
C -4.774 -30.560 11.132
S -4.189 -32.006 10.131
O -5.418 -32.865 10.012
C -3.714 -31.207 8.623
H -5.449 -29.973 10.499
H -4.030 -29.857 11.517
H -5.377 -30.913 11.973
H -2.870 -30.553 8.833
H -4.541 -30.664 8.174
H -3.401 -31.983 7.926
C -5.944 -26.076 1.087
S -5.919 -27.229 2.541
O -4.465 -27.455 2.783
C -6.387 -25.992 3.898
H -5.764 -26.665 0.194
H -5.142 -25.357 1.223
H -6.937 -25.618 1.061
H -6.652 -26.542 4.794
H -7.299 -25.451 3.614
H -5.589 -25.269 4.020
C -8.473 -30.390 12.063
S -9.438 -29.031 11.305
O -9.396 -27.837 12.265
C -8.259 -28.665 9.938
H -7.436 -30.127 12.253
H -8.484 -31.178 11.306
H -8.957 -30.701 12.987
H -8.123 -29.575 9.352
H -7.310 -28.307 10.340
H -8.774 -27.916 9.329
C -5.870 -19.891 9.732
S -7.049 -18.497 10.052
O -6.709 -17.793 11.373
C -6.484 -17.383 8.684
H -6.235 -20.449 8.865
H -5.943 -20.513 10.623
H -4.849 -19.547 9.544
H -6.892 -16.391 8.877
H -6.763 -17.726 7.693
H -5.402 -17.307 8.759
C 1.051 -29.237 9.267
S 1.861 -30.541 8.280
O 0.778 -31.608 8.220
C 1.783 -29.694 6.674
H 0.989 -29.674 10.269
H 0.007 -29.269 8.922
H 1.511 -28.251 9.272
H 2.371 -28.774 6.687
H 0.737 -29.417 6.539
H 2.064 -30.377 5.885
C -2.546 -21.906 10.043
S -1.320 -22.328 8.814
O -2.186 -22.910 7.681
C -0.677 -20.640 8.431
H -3.129 -22.803 10.206
H -3.224 -21.125 9.683
H -2.104 -21.562 10.977
H -0.817 -20.092 9.361
H -1.259 -20.192 7.620
H 0.354 -20.725 8.106
C -1.795 -24.459 12.126
S -1.303 -26.261 12.373
O 0.110 -26.325 11.819
C -0.987 -26.445 14.198
H -1.968 -24.263 11.077
H -1.050 -23.775 12.531
H -2.751 -24.348 12.655
H -0.487 -27.400 14.352
H -1.896 -26.410 14.802
H -0.311 -25.669 14.555
C -3.500 -21.040 1.603
S -3.242 -22.864 1.305
O -1.781 -23.163 1.532
C -3.952 -23.361 2.931
H -4.578 -20.862 1.624
H -3.011 -20.383 0.895
H -3.196 -20.831 2.634
H -3.342 -22.979 3.750
H -3.962 -24.449 2.983
H -4.963 -22.955 3.042
C -8.508 -22.648 3.212
S -10.133 -23.107 2.480
O -10.092 -24.494 1.840
C -10.116 -21.947 1.031
H -8.633 -21.613 3.531
H -7.648 -22.739 2.543
H -8.274 -23.232 4.106
H -11.132 -21.974 0.644
H -9.457 -22.222 0.203
H -9.886 -20.934 1.365
*
```

Here are the Mulliken charges for atoms 1 to 6, given in e: number 1, C, carries -1.16; number 2, S, carries 0.53; number 3, O, carries -0.40; number 4, C, carries -0.21; number 5, H, carries 0.13; number 6, H, carries 0.36

---

Which structure is most stable, and how do the rest compare? From most to least stable: <one>, <two>.

---

<one>
An isolated molecule of C10H12O3. Source: the Open Molecules 2025 dataset; level of theory: the ωB97M-V functional and the def2-TZVPD basis.

Calculated values
Molar mass, g/mol: 180.2
Gap between HOMO and LUMO, Ha: 0.376
LUMO, eV: -0.03
SMILES: CCOC(=O)C#CC(=O)C1CCC1

```
! RIJCOSX wB97M-V def2-TZVPD def2/J DEFGRID3
* xyz 0 1
O -2.903 0.785 1.294
O 1.041 1.010 -2.526
C -1.066 0.299 -0.003
C -0.039 0.576 -0.551
O -2.614 -1.351 0.567
C -2.273 -0.062 0.679
C 1.150 0.909 -1.303
C -4.987 -1.607 0.497
C -3.729 -1.850 1.310
C 4.344 0.427 -0.377
C 3.709 1.408 -1.354
C 3.020 0.445 0.391
C 2.403 1.416 -0.572
H -5.227 -0.532 0.426
H -4.904 -2.018 -0.502
H -5.854 -2.008 1.011
H -3.769 -1.381 2.285
H -3.621 -2.906 1.486
H 5.161 0.884 0.170
H 4.647 -0.551 -0.830
H 4.192 2.376 -1.434
H 3.563 1.033 -2.397
H 3.072 0.855 1.406
H 2.536 -0.543 0.433
H 2.149 2.385 -0.104
*
```

Here are the Mulliken charges for atoms 1 to 6, given in e: number 1, O, carries -0.52; number 2, O, carries -0.55; number 3, C, carries 0.19; number 4, C, carries 0.05; number 5, O, carries -0.34; number 6, C, carries 0.33

---

<two>
An isolated molecule of C10H12O3. Source: the Open Molecules 2025 dataset; level of theory: the ωB97M-V functional and the def2-TZVPD basis.

Calculated values
Molar mass, g/mol: 180.2
Gap between HOMO and LUMO, Ha: 0.356
LUMO, eV: 0.34
SMILES: CCOC(=O)c1ccccc1OC

```
! RIJCOSX wB97M-V def2-TZVPD def2/J DEFGRID3
* xyz 0 1
C -0.795 -2.658 2.287
C -1.440 -1.325 2.117
C -1.003 0.531 0.752
C -0.248 1.135 -0.364
C -0.265 2.531 -0.306
C 0.261 3.257 -1.360
C 0.840 2.599 -2.464
C 0.984 1.166 -2.381
C 0.400 0.474 -1.431
C 1.330 -1.615 -0.742
H 0.267 -2.475 2.232
H -1.000 -3.227 3.250
H -0.855 -3.255 1.357
H -2.451 -1.453 1.837
H -1.321 -0.704 2.972
H -0.743 2.942 0.502
H 0.268 4.335 -1.223
H 1.486 3.158 -3.175
H 1.397 0.595 -3.159
H 1.162 -2.642 -0.812
H 2.402 -1.478 -1.254
H 1.435 -1.409 0.373
O -0.725 -0.796 0.983
O -1.713 1.195 1.458
O 0.329 -0.881 -1.453
*
```

Here are the Mulliken charges for atoms 1 to 6, given in e: number 1, C, carries -1.09; number 2, C, carries -0.28; number 3, C, carries 0.61; number 4, C, carries 0.47; number 5, C, carries -1.03; number 6, C, carries -0.36

---

Which structure is most stable, and how do the rest compare? From most to least stable: <two>, <one>.